51
Properties=species:S:1:pos:R:3:forces:R:3 method="wB97M-V/def2-TZVPD" total_energy_ev=-38873.726 smiles="COC(=O)c1ccc(N2C(=O)C[C@@H](N3CCN(C(=O)c4ccco4)CC3)C2=O)cc1" lumo_energy_ev=0.3 homo_energy_ev=-8.513
O -1.5258 2.1219 7.1728 0.2777 -0.1487 -0.2568
O -1.0530 0.8089 -0.0018 -0.0884 -0.0350 -0.0259
O 2.8468 1.9219 2.0563 0.0906 0.0073 0.0955
O 0.7714 -2.2126 -6.2027 -0.0388 0.3752 0.1727
O -1.2547 -3.7159 -3.6774 0.0958 -0.1978 -0.1814
O -3.1006 3.2684 6.0647 0.0847 -0.0602 0.0187
N 1.3837 -0.7764 -1.2057 -0.0604 -0.0528 0.3171
N 0.7466 1.3659 1.3075 -0.2633 0.0205 0.3811
N -0.1612 -1.7639 -3.4281 -0.0737 0.0775 0.0785
C 0.1339 0.9203 0.1520 0.0454 -0.0781 -0.3144
C 1.1056 -2.8065 -7.3581 0.0133 -0.6311 -0.4462
C 0.0373 1.6701 2.4983 -0.2052 0.0959 0.3853
C 0.9327 -0.8531 -3.6619 0.5520 0.1315 0.0241
C 0.0726 -4.3264 -6.1281 0.0027 0.6570 0.5750
C 0.5358 1.2309 3.7199 0.0078 -0.0217 -0.1764
C 0.7071 -4.1081 -7.3686 0.2072 0.5074 -0.1095
C -0.4616 -2.8943 -4.1152 -0.1571 0.2521 0.1953
C 1.9611 -0.9827 -2.5219 -0.0808 0.0937 -0.2248
C 0.2559 -1.6738 -1.0239 -0.3657 -0.0360 -0.1203
C 1.2187 0.6378 -0.8833 0.3021 0.0158 -0.2588
C -1.3244 2.2656 4.8343 0.1454 -0.0654 -0.2463
C -1.1414 2.4049 2.4384 0.1249 -0.0359 -0.0536
C -0.7899 -1.5507 -2.1371 -0.2247 -0.1999 0.3743
C 2.1230 1.5265 1.1867 0.3634 0.0546 -0.3314
C -2.2010 2.4171 8.3859 -0.3116 0.1740 0.2339
C 2.5025 1.1598 -0.2284 0.0684 0.1001 -0.1618
C 0.1384 -3.1397 -5.4407 -0.2214 -1.2439 -0.4251
C -0.1417 1.5327 4.8845 -0.1823 0.0900 0.0165
C -2.0867 2.6146 6.0587 -0.2396 0.1364 0.1177
C -1.8190 2.6950 3.6052 0.0305 -0.0232 0.2578
H 1.4169 -1.0556 -4.6124 -0.0563 0.1049 0.1352
H -0.3787 -5.2279 -5.7700 -0.1347 -0.1334 0.1387
H -1.2425 -0.5548 -2.1164 0.0240 -0.0625 -0.0054
H 2.7761 -0.2727 -2.6736 0.0689 -0.0165 -0.0247
H 1.4525 0.6646 3.7543 0.0580 -0.0230 -0.0015
H 0.5310 0.1678 -3.6909 0.0496 -0.0419 -0.0632
H -0.2065 -1.5002 -0.0535 0.0054 -0.1050 -0.0378
H 3.2743 0.3900 -0.2061 -0.0547 0.0424 0.0018
H 0.9538 1.2285 -1.7747 -0.0236 -0.0112 0.1670
H 0.2398 1.1999 5.8364 0.0389 -0.0312 0.0543
H -1.6276 1.9412 9.1771 -0.0163 0.0183 -0.0516
H 2.9156 2.0404 -0.7216 -0.0069 0.0546 0.0854
H -3.2193 2.0240 8.3588 0.0899 0.0335 0.0351
H 2.3759 -1.9950 -2.5370 0.0550 0.0400 -0.0967
H -2.2474 3.4970 8.5411 0.0003 -0.0981 0.0175
H -1.5244 2.7379 1.4876 -0.0201 0.0111 -0.0525
H 0.8434 -4.8172 -8.1587 0.0639 -0.0908 -0.2069
H -2.7366 3.2627 3.5859 -0.0631 0.0407 -0.0094
H 1.6166 -2.2051 -8.0844 0.0565 0.1548 -0.0217
H 0.6636 -2.6895 -1.0314 -0.0801 0.0008 0.0256
H -1.5666 -2.3053 -2.0126 0.0468 0.1531 0.0001



48
Properties=species:S:1:pos:R:3:forces:R:3 method="wB97M-V/def2-TZVPD" total_energy_ev=-38992.558 smiles="CC(C)C[C@H]1C(=O)N(S(C)(=O)=O)CCN1C(=O)OC(C)(C)C" lumo_energy_ev=0.5 homo_energy_ev=-9.361
S 1.2335 -0.8338 -3.2313 0.1006 2.5749 -2.6836
O -0.1431 -2.2611 -1.1130 -0.0760 0.9433 0.0683
O -0.3872 1.5205 0.1903 0.5734 -1.5973 0.1163
O 1.3561 2.3959 1.3789 -0.8643 0.0941 -0.6779
O 2.3497 -0.1647 -3.9349 -0.8652 -1.7249 2.1184
O -0.0238 -0.1608 -3.5462 0.8529 -1.5425 1.3633
N 1.5560 -0.8296 -1.5281 -0.0661 0.1102 -0.1221
N 1.3462 0.2209 1.0153 0.6348 -2.2193 0.1070
C -2.6991 -2.2290 2.5176 0.1014 0.6079 -0.2112
C 0.6456 -1.0665 0.8179 -0.9453 1.9964 -0.2061
C 0.7543 1.4486 0.8976 0.8549 2.0077 0.2954
C -0.3896 -2.9414 3.2355 0.1083 0.5842 -0.8560
C 0.0853 3.5813 -1.0907 -0.6774 0.1239 -0.3619
C 2.6816 -0.0248 -1.0130 0.9324 0.8849 -0.9959
C -0.7253 -1.0145 1.5942 -0.0011 -0.7175 -1.4524
C -1.2444 -2.3734 2.0723 0.1213 -0.8395 0.2139
C 1.2033 -2.5502 -3.7409 -0.2384 -0.2596 -0.2541
C -0.9383 2.7437 -0.3008 -0.8451 1.7938 -0.4559
C -2.0890 2.3254 -1.2892 0.9934 -0.2931 0.9059
C 0.5947 -1.3772 -0.7020 -0.6590 -2.1542 0.6632
C 2.7348 0.1412 0.5145 -0.5324 0.3846 0.1567
C -1.4549 3.5879 0.8819 -0.4178 -0.2115 -0.4600
H -0.4628 4.3156 -1.7296 0.3806 -0.5729 0.4921
H 3.2909 1.0700 0.7801 -0.5160 -0.7091 -0.3150
H -0.6125 4.0397 1.4111 -0.1776 -0.1939 0.0534
H 2.1712 -2.9887 -3.5695 0.4513 0.0226 0.2954
H 1.0220 -2.6109 -4.8211 0.0287 0.6459 0.2146
H 0.4356 -3.1411 -3.2550 -0.0807 0.3479 0.3580
H 0.7850 4.1242 -0.4702 0.0540 0.0032 0.2765
H -1.4694 -0.5891 0.9212 -0.0193 0.0978 0.0346
H 3.6467 -0.4510 -1.3720 -0.7064 0.2353 0.1190
H 0.6430 2.9261 -1.7413 0.2286 -0.2094 -0.4274
H -3.0878 -3.1249 2.9822 0.0463 -0.2587 0.2455
H -1.2342 -3.1315 1.2514 0.1613 0.7033 0.3526
H -2.7938 -1.3845 3.2194 -0.0995 -0.2728 -0.1182
H -0.6439 -0.3461 2.4547 0.2851 0.0025 -0.0669
H 0.6127 -3.2223 2.8300 -0.6254 0.0905 0.6982
H 2.5678 0.9686 -1.4819 0.2863 -0.2845 0.2837
H 1.1961 -1.8736 1.2819 0.6368 -0.0145 0.0288
H -0.9110 -3.8155 3.6257 0.3413 -0.0753 0.1448
H -2.6097 3.1729 -1.6986 -0.1424 0.6119 0.1875
H -2.0851 4.4029 0.4697 0.2146 -0.4837 0.3724
H 3.2510 -0.6963 0.9959 -0.2617 0.0389 -0.0445
H -3.3337 -2.0354 1.6515 -0.0409 0.1886 0.0203
H -2.0402 2.9379 1.5594 0.1495 0.4942 -0.2376
H -1.6793 1.8095 -2.1487 0.2708 -0.3498 -0.0590
H -2.8087 1.6751 -0.7999 -0.0538 -0.0835 0.1181
H -0.2963 -2.1702 4.0276 0.1030 -0.5210 -0.2980



Table of HOMO-LUMO gap (eV), in record order: 8.79 9.84
Table of energy relative to the best compared isomer or geometry (same formula, charge and spin) (kcal/mol), in record order: 0.00 1.36